[1]
ORCA calculation (ωB97M-V/def2-TZVPD) on 8 unconnected molecules or ions with the total composition C24H67N3O11 at a distorted geometry.

XYZ file:
```
105
C24H67N3O11 | OMol25 | ωB97M-V/def2-TZVPD
C 2.874 0.386 3.074
O 1.466 0.403 3.202
C 1.071 -0.266 4.436
C -0.412 -0.285 4.610
N -1.002 1.033 4.542
C -2.463 0.991 4.592
C -2.928 2.434 4.546
O -2.516 3.005 3.337
C -3.428 2.918 2.222
H 3.314 -0.628 2.886
H 3.253 0.844 3.966
H 3.180 0.980 2.119
H 1.453 0.326 5.296
H 1.476 -1.275 4.538
H -0.726 -0.787 5.599
H -0.820 -1.018 3.857
H -0.723 1.427 3.683
H -2.817 0.503 5.489
H -2.935 0.511 3.651
H -2.409 2.992 5.336
H -4.056 2.433 4.598
H -4.481 3.129 2.471
H -3.395 1.951 1.651
H -3.121 3.830 1.668
C 1.996 3.233 -7.647
O 1.437 2.758 -6.431
C 2.000 3.503 -5.314
C 1.220 3.100 -4.058
N 1.408 1.687 -3.581
C 0.742 0.666 -4.435
C 1.245 -0.782 -3.966
O 2.622 -0.882 -4.204
C 3.134 -2.203 -4.151
H 1.706 2.683 -8.492
H 3.099 3.223 -7.684
H 1.772 4.262 -7.740
H 1.852 4.566 -5.444
H 3.024 3.257 -5.280
H 0.184 3.297 -4.261
H 1.491 3.732 -3.202
H 2.384 1.562 -3.620
H 0.933 0.725 -5.492
H -0.308 0.722 -4.263
H 0.708 -1.467 -4.540
H 1.150 -1.065 -2.946
H 2.494 -2.938 -3.623
H 4.153 -2.114 -3.690
H 3.203 -2.488 -5.211
C -7.349 -3.996 2.049
O -6.436 -2.919 1.756
C -5.455 -2.629 2.836
C -4.019 -2.533 2.356
N -3.578 -1.258 1.793
C -4.287 -0.910 0.522
C -3.460 0.034 -0.337
O -3.584 -0.345 -1.680
C -2.600 0.209 -2.541
H -7.878 -4.221 1.111
H -8.045 -3.705 2.803
H -6.870 -4.949 2.396
H -5.462 -3.378 3.601
H -5.741 -1.661 3.205
H -3.748 -3.316 1.650
H -3.399 -2.619 3.230
H -3.532 -0.509 2.440
H -5.212 -0.424 0.721
H -4.437 -1.835 -0.023
H -2.443 -0.088 -0.009
H -3.806 1.052 -0.252
H -1.954 -0.633 -2.875
H -2.176 1.035 -2.031
H -3.082 0.590 -3.524
C 4.892 0.307 -2.047
C 5.505 0.677 -0.671
O 4.727 0.408 0.547
H 4.147 1.034 -2.327
H 4.366 -0.631 -1.909
H 5.647 0.260 -2.780
H 5.680 1.725 -0.484
H 6.474 0.119 -0.627
H 4.462 -0.553 0.688
C -0.172 2.249 1.189
C 0.546 2.004 -0.180
O -0.224 2.529 -1.217
H 0.525 2.021 1.985
H -1.064 1.560 1.282
H -0.646 3.199 1.280
H 0.760 0.898 -0.335
H 1.560 2.399 -0.058
H 0.171 2.106 -1.985
C 2.725 -3.862 2.149
C 4.157 -3.593 1.552
O 4.216 -2.480 0.654
H 1.985 -4.037 1.375
H 2.367 -3.085 2.818
H 2.829 -4.703 2.795
H 4.516 -4.498 1.078
H 4.759 -3.325 2.404
H 3.536 -2.583 -0.045
O 0.213 -1.033 1.103
H -0.687 -1.243 1.391
H 0.428 -0.202 1.546
O 2.279 -1.497 -1.066
H 2.839 -0.696 -0.991
H 1.534 -1.342 -0.407
```

As for the SMILES: COCCNCCOC.COCCNCCOC.COCCNCCOC.CCO.CCO.CCO.O.O. The value obtained for the largest force on an atom is 3.25 eV Å⁻¹. As for the HOMO-LUMO gap: 9.56 eV. The net charge is 0.

Here are the Mulliken charges for atoms 1 to 99, given in e: number 1, C, carries -0.69; number 2, O, carries -0.03; number 3, C, carries -1.03; number 4, C, carries -0.11; number 5, N, carries -0.43; number 6, C, carries 0.42; number 7, C, carries -0.80; number 8, O, carries -0.30; number 9, C, carries -0.99; number 10, H, carries 0.03; number 11, H, carries 0.47; number 12, H, carries 0.14; number 13, H, carries 0.34; number 14, H, carries 0.43; number 15, H, carries 0.48; number 16, H, carries -0.06; number 17, H, carries 0.40; number 18, H, carries 0.66; number 19, H, carries -0.62; number 20, H, carries 0.33; number 21, H, carries 0.38; number 22, H, carries 0.40; number 23, H, carries 0.32; number 24, H, carries 0.29; number 25, C, carries -0.85; number 26, O, carries -0.26; number 27, C, carries -0.71; number 28, C, carries -0.97; number 29, N, carries -0.01; number 30, C, carries -0.49; number 31, C, carries -0.70; number 32, O, carries -0.30; number 33, C, carries -0.82; number 34, H, carries 0.29; number 35, H, carries 0.32; number 36, H, carries 0.33; number 37, H, carries 0.48; number 38, H, carries 0.41; number 39, H, carries 0.42; number 40, H, carries 0.40; number 41, H, carries 0.04; number 42, H, carries 0.33; number 43, H, carries 0.39; number 44, H, carries 0.62; number 45, H, carries 0.31; number 46, H, carries 0.31; number 47, H, carries 0.20; number 48, H, carries 0.30; number 49, C, carries -0.79; number 50, O, carries -0.27; number 51, C, carries -0.65; number 52, C, carries -0.77; number 53, N, carries 0.57; number 54, C, carries -0.75; number 55, C, carries 0.01; number 56, O, carries -0.47; number 57, C, carries -0.53; number 58, H, carries 0.23; number 59, H, carries 0.32; number 60, H, carries 0.31; number 61, H, carries 0.51; number 62, H, carries 0.29; number 63, H, carries 0.44; number 64, H, carries 0.38; number 65, H, carries -0.68; number 66, H, carries 0.25; number 67, H, carries 0.55; number 68, H, carries -0.08; number 69, H, carries 0.37; number 70, H, carries 0.20; number 71, H, carries 0.26; number 72, H, carries 0.25; number 73, C, carries -0.16; number 74, C, carries -0.49; number 75, O, carries -0.39; number 76, H, carries -0.10; number 77, H, carries -0.13; number 78, H, carries 0.63; number 79, H, carries 0.36; number 80, H, carries 0.22; number 81, H, carries 0.34; number 82, C, carries -0.68; number 83, C, carries 0.43; number 84, O, carries -0.64; number 85, H, carries 0.09; number 86, H, carries -0.09; number 87, H, carries 0.70; number 88, H, carries -0.34; number 89, H, carries 0.33; number 90, H, carries 0.24; number 91, C, carries -0.76; number 92, C, carries -0.46; number 93, O, carries -0.44; number 94, H, carries 0.29; number 95, H, carries -0.06; number 96, H, carries 0.45; number 97, H, carries 0.37; number 98, H, carries 0.35; number 99, H, carries 0.26



[2]
ORCA calculation (ωB97M-V/def2-TZVPD) on a molecular structure, C24H68BBrGaNO8PS7 at a distorted geometry.

XYZ file:
```
112
C24H68BBrGaNO8PS7 | OMol25 | ωB97M-V/def2-TZVPD
C -1.434 -4.064 2.662
C -1.790 -2.533 2.516
C -1.867 -2.140 0.992
Ga -0.715 -0.531 0.401
C 0.470 -1.192 -1.189
C 1.636 -2.187 -0.868
C 1.167 -3.479 -0.162
Br 3.212 -1.425 0.110
B -2.045 0.898 -0.439
N -2.794 1.932 0.389
O -2.217 0.909 -1.849
P 0.481 0.490 2.140
C 1.058 2.203 1.578
C 1.504 2.221 0.100
C -0.581 0.905 3.635
C 0.400 1.262 4.836
H -0.331 -4.120 2.684
H -1.835 -4.664 1.836
H -1.760 -4.427 3.656
H -1.034 -1.980 3.086
H -2.822 -2.409 2.923
H -2.917 -1.961 0.679
H -1.555 -3.041 0.426
H 0.878 -0.341 -1.765
H -0.235 -1.756 -1.838
H 2.069 -2.493 -1.840
H 1.923 -4.271 -0.387
H 1.190 -3.332 0.929
H 0.207 -3.863 -0.527
H -3.126 1.412 1.194
H -2.084 2.599 0.685
H -2.381 1.817 -2.133
H 1.825 2.578 2.279
H 0.187 2.890 1.715
H 0.724 1.852 -0.584
H 1.691 3.273 -0.193
H 2.447 1.682 0.018
H -1.190 1.824 3.495
H -1.229 0.085 3.971
H 0.465 2.350 5.002
H 1.417 0.948 4.529
H 0.161 0.695 5.749
C 4.983 1.477 -3.244
S 5.776 1.432 -1.627
O 5.011 2.340 -0.729
C 7.267 2.324 -2.114
H 4.003 1.005 -3.164
H 4.863 2.513 -3.568
H 5.591 0.925 -3.961
H 7.001 3.307 -2.508
H 7.807 1.751 -2.869
H 7.895 2.444 -1.232
C 0.288 -0.906 -5.295
S 2.061 -1.226 -5.287
O 2.621 -0.531 -4.096
C 2.445 -0.212 -6.728
H -0.153 -1.417 -4.441
H 0.105 0.165 -5.212
H -0.145 -1.295 -6.218
H 2.121 0.815 -6.555
H 1.944 -0.623 -7.606
H 3.523 -0.233 -6.883
C -4.185 5.509 -0.788
S -4.207 4.143 -1.961
O -2.790 3.757 -2.210
C -4.746 5.121 -3.379
H -3.833 5.126 0.168
H -3.511 6.290 -1.141
H -5.196 5.903 -0.673
H -4.037 5.928 -3.565
H -5.739 5.528 -3.181
H -4.789 4.466 -4.247
C 10.016 3.968 2.727
S 9.635 4.001 0.965
O 10.916 4.239 0.239
C 8.737 5.563 0.999
H 10.615 3.081 2.929
H 10.580 4.860 3.000
H 9.088 3.917 3.297
H 9.383 6.352 1.383
H 7.851 5.458 1.626
H 8.434 5.803 -0.018
C -7.018 -1.903 5.281
S -5.668 -1.370 4.212
O -5.964 0.029 3.796
C -6.091 -2.443 2.828
H -6.970 -1.326 6.203
H -7.974 -1.722 4.786
H -6.903 -2.963 5.510
H -7.108 -2.230 2.495
H -6.003 -3.486 3.137
H -5.389 -2.246 2.018
C 3.699 -8.718 -1.817
S 3.002 -7.463 -0.724
O 2.342 -6.446 -1.586
C 4.581 -6.774 -0.193
H 2.877 -9.251 -2.292
H 4.315 -8.241 -2.581
H 4.297 -9.418 -1.232
H 5.140 -6.420 -1.060
H 5.150 -7.538 0.338
H 4.379 -5.939 0.476
C -7.959 -0.137 0.261
S -8.758 0.655 1.668
O -9.165 -0.426 2.614
C -10.239 1.158 0.768
H -7.018 -0.566 0.603
H -8.600 -0.927 -0.133
H -7.758 0.608 -0.509
H -10.729 0.282 0.340
H -9.963 1.859 -0.019
H -10.914 1.646 1.469
```

The value obtained for the largest force on an atom is 2.04 eV Å⁻¹. As for the HOMO-LUMO gap: 4.56 eV. The net charge is -1.

Here are the Mulliken charges for atoms 1 to 99, given in e: number 1, C, carries -1.41; number 2, C, carries 0.68; number 3, C, carries -0.35; number 4, Ga, carries -1.44; number 5, C, carries -0.38; number 6, C, carries -0.16; number 7, C, carries -0.69; number 8, Br, carries -0.28; number 9, B, carries 0.76; number 10, N, carries -0.48; number 11, O, carries -0.84; number 12, P, carries 0.21; number 13, C, carries -0.84; number 14, C, carries -0.53; number 15, C, carries -0.33; number 16, C, carries -1.11; number 17, H, carries 0.24; number 18, H, carries 0.35; number 19, H, carries 0.42; number 20, H, carries 0.04; number 21, H, carries -0.46; number 22, H, carries 0.33; number 23, H, carries 0.28; number 24, H, carries 0.47; number 25, H, carries 0.26; number 26, H, carries 0.37; number 27, H, carries 0.11; number 28, H, carries 0.17; number 29, H, carries 0.28; number 30, H, carries 0.20; number 31, H, carries 0.18; number 32, H, carries 0.23; number 33, H, carries 0.45; number 34, H, carries 0.30; number 35, H, carries -0.12; number 36, H, carries 0.46; number 37, H, carries 0.11; number 38, H, carries 0.38; number 39, H, carries 0.31; number 40, H, carries 0.26; number 41, H, carries 0.32; number 42, H, carries 0.33; number 43, C, carries -0.72; number 44, S, carries 0.53; number 45, O, carries -0.58; number 46, C, carries -0.75; number 47, H, carries 0.10; number 48, H, carries 0.38; number 49, H, carries 0.34; number 50, H, carries 0.27; number 51, H, carries 0.35; number 52, H, carries 0.11; number 53, C, carries -0.84; number 54, S, carries 0.38; number 55, O, carries -0.45; number 56, C, carries -1.02; number 57, H, carries 0.18; number 58, H, carries 0.28; number 59, H, carries 0.44; number 60, H, carries 0.30; number 61, H, carries 0.39; number 62, H, carries 0.32; number 63, C, carries -0.98; number 64, S, carries 0.64; number 65, O, carries -0.66; number 66, C, carries -1.04; number 67, H, carries 0.30; number 68, H, carries 0.32; number 69, H, carries 0.36; number 70, H, carries 0.31; number 71, H, carries 0.36; number 72, H, carries 0.32; number 73, C, carries -0.98; number 74, S, carries 0.61; number 75, O, carries -0.66; number 76, C, carries -0.96; number 77, H, carries 0.31; number 78, H, carries 0.32; number 79, H, carries 0.34; number 80, H, carries 0.35; number 81, H, carries 0.36; number 82, H, carries 0.30; number 83, C, carries -0.87; number 84, S, carries 0.56; number 85, O, carries -0.62; number 86, C, carries -0.81; number 87, H, carries 0.34; number 88, H, carries 0.18; number 89, H, carries 0.34; number 90, H, carries 0.35; number 91, H, carries 0.40; number 92, H, carries 0.11; number 93, C, carries -0.96; number 94, S, carries 0.48; number 95, O, carries -0.55; number 96, C, carries -0.95; number 97, H, carries 0.31; number 98, H, carries 0.30; number 99, H, carries 0.36



Number 1: E -1946.27921 a.u.. Number 2: E -9264.03946 a.u..